Entry 1:
56
Properties=species:S:1:pos:R:3:forces:R:3:lowdin_charge:R:1 method="wB97M-V/def2-TZVPD" orbital_gap_ha=0.3405 energy_ha=-1758.2016 de_lowest_kcal_mol=10.5 smiles="CN(C(=O)c1cc(S(N)(=O)=O)n(C)c1)[C@H]1CCCN(C(=O)C(F)=C2CCC2)CC1" e_homo_ev=-8.85 lumo_energy_ev=0.414
C 2.567 -0.668 1.104 -0.1269 -0.3356 -0.3956 -0.035
N 1.772 0.460 0.655 0.0434 0.2920 0.7441 -0.079
C 0.425 0.484 1.013 -0.1372 0.3481 -0.8457 -0.401
O -0.338 -0.401 0.675 0.1373 -0.3378 0.5672 0.086
C -0.103 1.672 1.729 -0.0240 -0.0594 0.0423 -0.119
C 0.551 2.600 2.572 -0.0325 0.0752 -0.1224 0.014
C -0.406 3.482 3.007 0.0320 -0.1458 0.0145 -0.308
S -0.138 4.870 4.002 0.0256 0.1098 0.0287 0.602
N -0.930 4.508 5.407 0.0129 0.0303 0.0298 -0.062
O 1.275 4.918 4.233 -0.0314 0.0101 -0.0213 -0.292
O -0.849 5.994 3.461 0.0307 -0.0513 0.0081 -0.293
N -1.627 3.114 2.488 0.0158 -0.0254 -0.0045 -0.101
C -2.896 3.791 2.700 -0.0254 -0.0273 0.0111 -0.004
C -1.442 2.013 1.728 0.0089 0.0942 -0.0771 0.011
C 2.469 1.682 0.242 0.1397 -0.0553 0.0718 -0.284
C 3.621 2.081 1.188 -0.1186 0.0487 0.0593 -0.143
C 3.867 3.588 1.307 0.0578 0.0043 -0.0388 -0.145
C 3.925 4.328 -0.037 -0.1233 -0.1402 -0.0317 -0.131
N 4.436 3.508 -1.134 0.1020 -0.0251 -0.0537 -0.040
C 5.727 3.092 -1.219 0.0750 0.1230 0.1263 -0.394
O 6.073 2.138 -1.898 -0.0038 -0.0797 -0.0320 0.077
C 6.755 3.842 -0.422 -0.0171 -0.0548 0.0118 -0.144
F 6.652 5.201 -0.437 -0.0196 0.0018 0.0298 0.053
C 7.744 3.276 0.242 0.0045 0.0292 -0.2491 -0.165
C 8.954 3.828 0.956 -0.1039 -0.0690 0.2025 -0.103
C 9.643 2.462 0.685 0.0253 0.0749 -0.2634 -0.146
C 8.256 1.857 0.331 -0.0682 0.0074 0.2421 -0.106
C 3.447 2.746 -1.892 -0.0723 0.0568 0.1142 -0.133
C 2.972 1.475 -1.194 0.0295 0.0173 -0.0211 -0.110
H 3.170 -0.416 1.982 -0.0155 -0.0094 0.0042 0.081
H 1.890 -1.479 1.363 0.0217 -0.0089 -0.0119 0.093
H 3.236 -1.035 0.323 -0.0030 0.0454 -0.0176 0.090
H 1.590 2.643 2.841 0.0244 0.0115 0.0059 0.102
H -0.312 4.070 6.079 -0.0022 -0.0429 0.0002 0.077
H -1.351 5.350 5.783 -0.0241 -0.0004 -0.0074 0.076
H -3.679 3.174 2.269 -0.0110 0.0243 -0.0082 0.094
H -3.078 3.910 3.766 0.0023 -0.0086 0.0000 0.086
H -2.892 4.772 2.230 0.0153 -0.0081 -0.0116 0.093
H -2.262 1.537 1.216 0.0006 -0.0019 0.0075 0.144
H 1.718 2.476 0.237 0.0018 0.0226 -0.0239 0.144
H 3.412 1.701 2.190 0.0192 0.0002 -0.0036 0.103
H 4.537 1.580 0.863 0.0132 0.0046 -0.0072 0.119
H 3.084 4.051 1.912 0.0098 0.0211 0.0090 0.099
H 4.805 3.739 1.846 -0.0024 -0.0074 0.0043 0.111
H 2.919 4.619 -0.340 0.0239 0.0527 0.0270 0.122
H 4.507 5.239 0.056 -0.0044 0.0411 0.0002 0.114
H 9.401 4.735 0.556 0.0199 -0.0138 -0.0294 0.111
H 8.747 3.970 2.020 0.0357 0.0481 -0.0157 0.117
H 10.273 2.519 -0.202 0.0420 -0.0281 0.0448 0.107
H 10.203 2.008 1.498 -0.0245 -0.0033 0.0354 0.098
H 7.819 1.342 1.191 0.0020 -0.0498 -0.0473 0.116
H 8.156 1.238 -0.555 0.0261 0.0166 -0.0161 0.106
H 2.600 3.416 -2.059 0.0136 -0.0158 -0.0525 0.125
H 3.885 2.491 -2.854 -0.0094 -0.0046 -0.0202 0.124
H 3.792 0.753 -1.187 -0.0180 -0.0025 -0.0044 0.114
H 2.160 1.044 -1.784 0.0070 0.0008 -0.0089 0.127

=====

Entry 2:
57
Properties=species:S:1:pos:R:3:forces:R:3:lowdin_charge:R:1 method="wB97M-V/def2-TZVPD" orbital_gap_ha=0.3413 energy_ha=-1951.2984 smiles="CNCOC(=O)N(c1cccnc1)[C@@H](I)[C@H](C)I.O=C1CCCO1.O=C1CCCO1" e_homo_ev=-9.16 lumo_energy_ev=0.128
C 1.528 -5.485 1.513 -0.1453 -0.3621 0.3121 -0.106
N 0.821 -5.027 2.723 -0.1500 0.4386 -0.7973 -0.077
C 0.692 -3.602 2.759 0.1227 -0.6589 0.5404 -0.214
O -0.085 -3.084 1.651 -0.2681 0.4183 0.2057 0.014
C 0.531 -2.145 0.903 -0.6297 -0.4101 -0.5633 -0.568
O 1.649 -2.264 0.506 1.2237 0.1178 -0.1213 0.075
N -0.281 -1.076 0.561 -0.5551 0.5011 1.4153 -0.010
C -1.559 -1.023 1.260 0.6346 0.0411 -0.4642 -0.294
C -1.665 -0.691 2.602 -0.6119 -0.1006 -0.1912 -0.015
C -2.940 -0.689 3.150 0.2635 -0.1115 -0.4149 -0.043
C -4.013 -1.018 2.326 -0.0635 0.1157 0.2975 -0.148
N -3.918 -1.316 1.035 0.3612 -0.0410 -0.0702 0.080
C -2.686 -1.315 0.513 -0.3160 0.0231 0.5377 -0.092
C 0.472 0.195 0.404 -0.0942 -0.3883 -0.2325 -0.675
I -0.925 1.770 -0.077 0.1728 -0.0554 -0.0358 1.010
C 1.463 0.521 1.561 -0.1465 0.9173 -0.2225 -0.757
C 1.367 1.916 2.170 0.3590 -0.2178 0.1888 -0.268
I 3.480 0.409 0.787 0.0262 -0.1587 0.1482 0.948
H 1.773 -6.538 1.622 0.0670 -0.1273 0.1120 0.072
H 0.904 -5.399 0.626 0.0872 0.2487 -0.2532 0.077
H 2.452 -4.936 1.380 0.0784 0.1861 -0.0522 0.081
H -0.132 -5.362 2.622 0.0037 -0.3085 0.4351 0.107
H 0.148 -3.346 3.665 -0.2238 0.1305 -0.0103 0.126
H 1.668 -3.129 2.802 0.1485 0.0328 -0.3151 0.132
H -0.799 -0.452 3.197 0.1606 0.0270 0.0684 0.118
H -3.103 -0.454 4.188 -0.0459 0.0464 0.1475 0.103
H -5.005 -1.036 2.758 -0.1594 -0.0037 -0.0702 0.102
H -2.576 -1.554 -0.532 0.0207 0.0113 -0.1602 0.099
H 1.035 0.112 -0.512 0.0151 -0.0514 -0.2102 0.034
H 1.377 -0.178 2.384 0.0955 -0.4742 -0.1784 0.070
H 2.144 2.018 2.923 0.0388 -0.0217 0.1698 0.064
H 1.574 2.676 1.427 -0.2346 0.2153 -0.1208 0.027
H 0.405 2.077 2.648 -0.2077 0.0892 -0.0771 0.053
O -1.323 0.898 -3.570 0.0252 -0.0011 0.0564 0.086
C -2.087 0.001 -3.762 0.1096 0.0618 -0.1913 -0.489
C -3.001 -0.205 -4.956 -0.3406 -0.1885 0.2663 -0.072
C -3.988 -1.254 -4.446 0.0270 0.0873 -0.0858 -0.150
C -3.143 -2.010 -3.428 -0.1033 -0.0812 -0.0559 -0.155
O -2.233 -1.032 -2.894 -0.0327 -0.0326 0.0076 -0.009
H -2.400 -0.574 -5.789 0.0295 0.0619 -0.0285 0.131
H -3.479 0.729 -5.235 0.1633 0.0716 -0.0952 0.125
H -4.399 -1.898 -5.221 0.0547 -0.0384 0.0060 0.115
H -4.820 -0.762 -3.941 -0.0044 -0.0186 0.0168 0.119
H -2.557 -2.810 -3.886 0.0106 0.0118 -0.0186 0.128
H -3.729 -2.425 -2.612 0.0748 0.0429 0.0895 0.122
O 4.013 6.192 1.647 0.0219 -0.0731 0.0917 0.121
C 3.841 5.622 0.612 -0.0106 0.2187 -0.0610 -0.492
C 2.922 6.025 -0.529 -0.1091 -0.4352 -0.1022 -0.073
C 2.826 4.740 -1.350 -0.0443 0.1232 0.0408 -0.149
C 4.166 4.079 -1.053 -0.0997 -0.0228 -0.1362 -0.166
O 4.497 4.482 0.287 -0.0121 -0.0416 -0.0188 0.012
H 3.399 6.834 -1.084 -0.0183 0.0615 0.0397 0.130
H 1.963 6.358 -0.144 0.0689 0.1828 0.0548 0.123
H 2.652 4.897 -2.412 0.0564 0.0037 -0.0083 0.116
H 2.015 4.117 -0.966 0.0049 -0.0301 -0.0194 0.101
H 4.957 4.423 -1.724 0.0011 0.0271 0.0162 0.126
H 4.112 2.996 -1.089 0.0997 -0.0604 0.1176 0.073

=====

Entry 3:
50
Properties=species:S:1:pos:R:3:forces:R:3:lowdin_charge:R:1 method="wB97M-V/def2-TZVPD" orbital_gap_ha="0.2330 / 0.2562" energy_ha=-3319.0221 de_lowest_kcal_mol=0.0 multiplicity=3 total_charge=+1 e_homo_ev="-9.16 / -10.40" lumo_energy_ev="-2.816 / -3.425" s2=2.013
C -0.448 0.782 -4.551 0.0259 -0.0312 0.4916 -0.412
C 0.131 2.129 -4.445 0.2140 0.5810 0.0978 -0.092
C 0.385 -0.329 -5.027 0.3959 -0.5260 -0.1980 -0.098
C -1.908 0.624 -4.480 -0.6354 -0.0225 0.0470 -0.096
H 0.442 -0.356 -6.130 0.0399 -0.0597 0.1185 0.095
H -0.012 -1.305 -4.714 0.0606 0.1205 -0.1216 0.069
H 1.419 -0.242 -4.665 -0.1273 -0.0302 -0.1329 0.069
H 0.124 2.656 -5.416 0.0451 -0.0076 0.1307 0.094
H 1.176 2.099 -4.110 -0.1095 0.0354 -0.1032 0.072
H -0.439 2.755 -3.745 0.1015 -0.0504 -0.1446 0.078
H -2.387 0.791 -5.461 -0.0098 -0.0428 0.1271 0.095
H -2.355 1.351 -3.788 0.0272 -0.1008 -0.1459 0.076
H -2.199 -0.384 -4.157 0.0056 0.0881 -0.1036 0.070
C 2.315 -0.121 1.052 0.1979 -0.1853 0.0511 -0.230
C 2.265 -0.895 -0.164 0.0200 1.0412 0.3133 -0.166
C 1.867 -0.024 -1.236 0.0948 0.7238 0.8813 -0.135
H 2.538 -1.942 -0.248 -0.1998 0.2514 -0.0039 0.120
C 1.631 1.285 -0.683 1.1000 -0.0153 0.2158 -0.169
C 1.935 1.237 0.731 0.4676 -0.3029 -1.2669 -0.275
H 1.980 2.075 1.413 -0.3115 -0.1230 -0.2242 0.086
H 2.623 -0.487 2.023 0.1301 0.0820 -0.3108 0.084
H 1.780 -0.294 -2.286 -0.2268 0.0746 0.3687 0.106
H 1.342 2.176 -1.244 0.0478 -0.4345 0.2262 0.116
C -2.126 -0.931 0.460 0.8348 -0.1457 -0.5479 -0.203
C -1.128 -1.896 0.854 0.3942 -0.5413 -0.2605 -0.247
C -0.359 -2.229 -0.330 -0.8168 0.6225 0.6853 -0.193
H -1.005 -2.347 1.841 -0.2371 0.0940 -0.5191 0.104
C -0.887 -1.452 -1.432 -0.0857 0.2217 1.1049 -0.119
C -2.001 -0.692 -0.947 0.8039 -0.2339 0.8585 -0.094
H -2.660 -0.080 -1.557 0.3253 0.0218 0.2299 0.104
H -2.887 -0.525 1.122 0.2929 0.0293 -0.2792 0.093
H 0.412 -2.995 -0.395 -0.2952 0.3071 0.0240 0.113
H -0.573 -1.534 -2.475 -0.0303 0.2278 0.4679 0.096
Mo 0.219 -0.105 0.393 -2.7559 -1.2319 -1.4394 1.194
C -2.843 0.370 4.920 -0.7708 -0.0985 0.0056 -0.035
N -1.448 0.559 5.235 1.0675 0.3900 -0.4559 -0.131
C -0.909 0.436 6.506 0.2909 0.0365 -0.6311 -0.018
C 0.431 0.602 6.389 -0.4865 -0.0357 -0.3531 -0.018
N 0.697 0.838 5.049 -1.0199 0.0416 -0.3200 -0.118
C 2.026 0.926 4.490 0.5500 -0.0024 -0.0564 -0.014
C -0.469 0.862 4.325 0.2373 -0.7803 1.7660 -0.621
Se -0.797 1.413 2.577 0.3581 -0.2638 -0.7828 0.749
H -3.442 1.233 5.237 0.1792 -0.1654 -0.1415 0.110
H -3.206 -0.523 5.440 0.0895 0.1830 -0.0729 0.105
H -2.953 0.222 3.843 0.0653 0.1201 0.2728 0.049
H -1.538 0.244 7.352 0.0060 -0.0395 0.1581 0.132
H 1.201 0.593 7.140 0.0287 -0.0538 -0.0944 0.132
H 2.716 1.205 5.295 -0.1626 0.0790 -0.3108 0.106
H 2.349 -0.046 4.095 -0.2020 0.2444 0.1262 0.092
H 2.045 1.665 3.683 -0.0145 -0.0923 0.2527 0.075

=====

Entry 4:
51
Properties=species:S:1:pos:R:3:forces:R:3:lowdin_charge:R:1 method="wB97M-V/def2-TZVPD" orbital_gap_ha="0.2378 / 0.2773" energy_ha=-1943.1829 de_lowest_kcal_mol=0.0 multiplicity=2 total_charge=+3 e_homo_ev="-19.00 / -19.07" lumo_energy_ev="-12.535 / -11.527" s2=0.822
V -0.288 0.118 -0.291 -0.4390 0.3967 -1.1053 1.038
C 0.251 -0.509 3.130 -0.0403 0.0430 -0.1145 0.029
C -0.498 0.282 2.105 -0.0168 -0.0617 0.0411 -0.254
C 0.003 1.505 1.606 -0.0477 0.0630 0.0026 -0.008
C -0.735 2.275 0.695 -0.0374 -0.0316 0.1397 -0.028
C -1.987 1.826 0.239 -0.0374 -0.1105 0.2027 -0.052
C -2.485 0.599 0.693 0.0051 0.0996 0.0699 -0.021
C -1.739 -0.166 1.601 -0.0622 0.0366 0.0483 -0.014
H -0.037 -0.127 4.115 0.0217 -0.0270 0.0236 0.133
H 1.329 -0.389 3.033 0.0079 0.0135 0.0184 0.108
H -0.013 -1.564 3.096 0.0069 -0.0053 0.0340 0.106
H 0.974 1.855 1.936 0.0156 -0.0004 -0.0210 0.165
H -0.328 3.213 0.337 0.0217 -0.0063 -0.0091 0.157
H -2.569 2.433 -0.444 -0.0057 -0.0139 -0.0165 0.153
H -3.442 0.231 0.341 0.0055 -0.0103 -0.0131 0.160
H -2.126 -1.125 1.923 0.0121 -0.0117 -0.0037 0.162
C -0.592 -4.131 -0.520 0.1594 0.0054 0.0735 0.052
C 0.093 -2.818 -0.429 -0.3453 0.1939 -0.0635 -0.245
O -0.665 -1.789 -0.465 0.1069 0.0724 0.2353 -0.065
C 1.517 -2.683 -0.316 0.2727 -0.4663 0.0787 -0.085
C 2.345 -3.812 -0.181 0.0889 0.1258 -0.0117 0.055
C 3.717 -3.656 -0.070 -0.0851 -0.0879 0.0090 0.015
C 4.289 -2.389 -0.107 0.0408 0.3170 -0.0230 0.035
C 3.506 -1.239 -0.262 0.2842 -0.5847 -0.0494 0.053
C 2.153 -1.432 -0.361 -1.0974 1.4366 -0.0942 -0.194
O 1.347 -0.287 -0.525 1.3729 -0.9433 0.1642 -0.127
H -1.643 -3.992 -0.755 -0.0174 -0.0144 -0.0039 0.111
H -0.503 -4.639 0.447 -0.0254 -0.0267 -0.0191 0.133
H -0.115 -4.773 -1.261 -0.0256 0.0000 -0.0125 0.123
H 1.922 -4.807 -0.150 -0.0366 0.0173 -0.0029 0.139
H 4.345 -4.529 0.046 0.0211 0.0124 -0.0016 0.141
H 5.363 -2.276 -0.020 0.0007 -0.0541 0.0038 0.143
H 3.948 -0.254 -0.312 -0.0492 0.0389 0.0050 0.146
C 1.400 0.534 -3.842 0.0079 0.0065 -0.0686 -0.016
C 0.442 1.701 -3.636 0.3949 0.0668 0.3557 -0.576
C -0.583 1.795 -4.751 -0.1993 -0.0234 -0.0433 -0.010
C 1.199 3.007 -3.438 -0.0933 0.0196 -0.0985 -0.011
N -0.285 1.490 -2.302 -0.1856 -0.4840 0.5131 -0.006
N -0.990 0.261 -2.201 -0.1481 -0.3844 -0.0162 0.020
H 2.041 0.761 -4.694 -0.0164 0.0013 -0.0049 0.120
H 0.895 -0.401 -4.111 0.0155 -0.0036 0.0158 0.093
H 2.050 0.378 -2.980 -0.0164 0.0294 -0.0044 0.083
H -0.070 1.918 -5.705 0.0241 0.0318 0.0237 0.118
H -1.249 2.651 -4.625 0.0248 0.0102 0.0083 0.104
H -1.189 0.889 -4.843 0.0308 0.0004 0.0024 0.091
H 1.697 3.273 -4.369 0.0320 0.0089 0.0242 0.115
H 1.951 2.924 -2.654 0.0172 -0.0176 -0.0027 0.096
H 0.518 3.828 -3.199 0.0117 0.0006 -0.0022 0.099
H -0.948 2.243 -2.142 0.0421 0.1031 -0.2130 0.127
H -0.519 -0.429 -2.791 0.0044 0.0009 -0.0293 0.123
H -1.977 0.252 -2.458 -0.0220 0.2174 -0.0447 0.165